[1]
# C46H74ClN10P

A cluster of 7 separate species, C46H74ClN10P in total at a distorted geometry (wB97M-V/def2-TZVPD, OMol25).

```
132
Properties=species:S:1:pos:R:3:forces:R:3:lowdin_charge:R:1
C -2.6474 -2.6217 0.8113 2.00 -0.47 3.23 -0.02
C -1.6661 -2.8546 1.9170 -0.81 0.74 -2.39 -0.14
C -0.0871 -2.3137 1.8937 3.48 -0.51 -0.91 -0.05
C 0.2175 -0.7854 2.4874 3.15 -1.65 -1.03 -0.05
C -1.0774 0.0734 3.0444 -0.02 0.47 0.74 -0.12
C -1.3923 -0.1900 4.6554 -3.90 -0.46 2.36 -0.30
C -0.2538 -0.3942 5.8184 0.72 0.35 -0.65 -0.08
N -2.7194 -0.2011 5.0747 5.30 0.04 -1.91 0.05
C 1.7738 -0.2691 2.5001 -1.87 -1.36 -0.20 -0.06
C 2.0922 1.2430 3.1401 -1.02 0.08 -1.29 -0.60
Cl 3.2591 1.1382 4.6241 -0.99 -0.01 -1.38 0.46
C 2.6342 2.3147 2.0067 -0.75 0.83 -0.24 -0.25
C 1.3446 2.7725 1.0622 0.40 -1.12 0.09 -0.15
C 3.0694 -1.1519 1.9168 -2.00 0.34 0.31 -0.09
N 4.4086 -0.4716 1.9830 -0.92 -7.31 -2.78 0.05
C 5.4244 -1.4358 1.4384 -2.10 0.11 1.26 -0.35
P 7.2692 -0.8111 1.4341 0.28 0.27 -0.23 0.81
C 7.2172 1.1311 1.5366 -0.69 0.91 1.02 -0.36
C 8.1366 -1.3028 3.1032 -0.60 0.64 1.68 -0.36
C 5.1799 -2.9469 0.8890 -3.84 1.60 0.98 -0.07
N 3.8054 -3.5507 0.8372 2.24 5.33 1.89 0.05
C 2.7266 -2.6381 1.3486 0.31 0.07 0.20 -0.09
C 1.1728 -3.2400 1.3284 -1.67 3.04 1.52 -0.03
C 0.8191 -4.7524 0.8036 0.96 -0.45 0.35 -0.18
C 1.4050 -5.1304 -0.6800 0.56 -0.48 -0.22 -0.24
C 1.5339 -3.8703 -1.7208 0.35 -0.77 -0.85 -0.21
C 0.1071 -3.1360 -2.0685 1.20 0.44 -0.12 -0.28
N -0.8809 -4.0764 -2.7571 -0.74 1.21 1.17 -0.05
H -3.7493 -2.3224 1.1590 2.34 -1.66 -1.01 0.08
H -2.3781 -2.7043 -0.3316 -0.31 1.09 2.56 0.05
H -1.9735 -3.4354 2.9109 0.36 2.18 -2.00 0.12
H -0.9302 1.2544 2.9529 0.04 -2.63 0.11 0.11
H -2.0814 -0.1457 2.4369 2.45 0.14 1.43 0.12
H 0.6491 0.3139 5.5480 -1.64 -1.48 0.72 0.04
H 0.1716 -1.4978 5.8617 -0.97 2.27 -0.33 0.10
H -0.6491 -0.1158 6.9090 0.62 -0.55 -2.64 0.09
H -2.7587 -0.3545 6.1077 0.38 0.18 -0.99 0.02
H 1.0994 1.7320 3.5879 2.22 -1.39 -0.99 0.10
H 3.4477 1.8853 1.2834 -1.42 0.65 1.82 0.10
H 3.0088 3.3073 2.5512 -0.54 -2.39 -1.08 0.12
H 0.6560 3.5201 1.6457 1.37 -1.47 -1.33 0.06
H 1.7126 3.2119 0.0234 -0.84 -0.75 2.52 0.07
H 0.7565 1.7850 0.8210 0.90 1.90 0.41 0.07
H 6.7068 1.6007 0.5808 1.14 -1.15 1.91 0.05
H 6.5782 1.4753 2.4844 1.40 -0.65 -2.05 0.05
H 8.3235 1.5621 1.6563 -2.43 -1.16 -0.37 0.05
H 7.4460 -0.9795 4.0149 1.46 -0.72 -1.79 0.05
H 8.3276 -2.4534 3.1993 -0.28 2.27 -0.42 0.04
H 9.1454 -0.6776 3.2256 -2.18 -1.51 -0.56 0.06
H 6.0850 -3.5899 0.4910 -2.15 1.51 0.92 0.11
H 1.3404 -5.5012 1.5734 -1.14 1.63 -1.59 0.12
H -0.3173 -5.0311 0.8101 2.05 1.17 0.26 0.10
H 2.4725 -5.6377 -0.5111 -2.22 1.34 -0.53 0.10
H 0.7382 -5.9982 -1.1562 1.30 2.11 1.09 0.08
H 1.9342 -4.3264 -2.7486 -0.91 0.92 2.15 0.12
H 2.3876 -3.1139 -1.3792 -2.16 -1.48 -0.54 0.10
H -0.3088 -2.6550 -1.0823 0.77 -0.70 -1.88 0.08
H 0.3585 -2.2971 -2.8797 -0.62 -1.66 1.98 0.13
H -1.4181 -4.6423 -2.0340 0.93 1.03 -1.17 0.07
H -1.5815 -3.4351 -3.2335 0.97 -1.23 0.79 0.04
C -2.5584 6.8294 0.1820 -0.09 -0.01 -0.03 -0.11
C -2.0613 6.5715 1.6009 -0.40 0.09 -0.41 -0.30
C -0.6099 7.0074 1.8113 0.44 -0.79 -0.62 -0.18
C 0.3000 6.2334 0.8713 5.33 -4.02 -5.16 -0.11
N 1.0549 5.5914 0.0917 -6.04 5.36 6.10 0.12
H -1.9886 6.2564 -0.5564 -0.02 0.08 0.02 0.06
H -3.6067 6.5295 0.0862 0.21 0.08 0.00 0.04
H -2.4829 7.8927 -0.0730 0.01 -0.10 0.00 0.08
H -2.1647 5.5026 1.8240 0.06 0.21 0.12 0.10
H -2.7031 7.1112 2.3058 0.39 -0.18 -0.15 0.06
H -0.3060 6.8146 2.8456 0.15 -0.03 -0.21 0.11
H -0.4985 8.0800 1.6189 0.13 -0.20 -0.11 0.12
C -1.9993 2.8023 -2.2163 0.14 -0.05 0.05 -0.11
C -2.9724 2.8672 -3.3892 0.16 -0.34 0.19 -0.27
C -3.6000 4.2514 -3.5657 -0.55 0.07 0.92 -0.19
C -4.3808 4.6242 -2.3160 -4.45 2.33 6.81 -0.15
N -5.0286 4.9335 -1.2794 5.10 -2.55 -8.20 0.10
H -2.5005 3.0013 -1.2637 0.02 0.05 -0.11 0.06
H -1.5546 1.8045 -2.1463 -0.02 0.13 -0.02 0.07
H -1.1885 3.5295 -2.3384 -0.10 -0.08 0.04 0.07
H -3.7596 2.1183 -3.2387 0.06 0.15 -0.12 0.11
H -2.4406 2.5954 -4.3076 -0.16 0.13 0.04 0.11
H -4.2777 4.2495 -4.4259 -0.04 0.13 0.25 0.11
H -2.8255 5.0049 -3.7452 -0.13 0.01 0.16 0.09
C -5.3726 3.0727 2.9106 -0.02 -0.08 -0.09 -0.11
C -5.3504 3.0889 4.4357 0.17 -0.33 -0.27 -0.28
C -5.5642 4.4870 5.0191 0.92 0.44 -0.37 -0.19
C -4.4574 5.4155 4.5461 6.03 5.43 -2.46 -0.12
N -3.5394 6.1856 4.1538 -7.41 -6.24 3.47 0.13
H -4.5619 3.6747 2.4881 -0.13 0.00 0.05 0.06
H -5.2449 2.0508 2.5396 -0.05 0.14 0.06 0.07
H -6.3245 3.4582 2.5280 0.16 -0.04 -0.01 0.08
H -4.3908 2.6846 4.7807 -0.19 0.06 0.06 0.10
H -6.1342 2.4211 4.8097 0.09 0.17 0.09 0.11
H -5.5535 4.4431 6.1133 0.11 0.21 -0.17 0.11
H -6.5326 4.8911 4.7049 0.23 0.11 -0.02 0.12
C -3.3522 -5.8262 -6.1746 0.10 -0.08 -0.07 -0.11
C -4.3252 -5.5794 -5.0260 0.32 -0.29 -0.04 -0.28
C -5.0722 -4.2503 -5.1542 0.85 0.67 0.14 -0.20
C -4.0781 -3.1003 -5.1528 5.30 6.62 -0.01 -0.16
N -3.2536 -2.1464 -5.1516 -6.48 -7.61 0.05 0.10
H -2.5631 -5.0682 -6.2058 -0.14 -0.05 0.01 0.07
H -2.8633 -6.7984 -6.0561 -0.09 0.14 -0.04 0.07
H -3.8738 -5.8216 -7.1385 0.08 0.00 0.10 0.08
H -3.7707 -5.6046 -4.0799 -0.17 0.05 -0.10 0.11
H -5.0529 -6.3976 -4.9947 -0.02 0.20 0.06 0.11
H -5.7659 -4.1269 -4.3159 0.15 0.20 -0.14 0.11
H -5.6532 -4.2235 -6.0825 0.17 0.16 0.09 0.12
C 3.0513 7.7022 -4.9214 0.08 0.11 -0.10 -0.12
C 2.8812 7.5307 -3.4153 0.08 0.30 -0.28 -0.28
C 2.1723 6.2274 -3.0412 -0.95 0.29 -0.36 -0.20
C 0.7811 6.2056 -3.6534 -7.79 -0.43 -3.23 -0.15
N -0.3728 6.1875 -4.1612 9.11 0.15 4.02 0.11
H 2.0854 7.7568 -5.4337 0.09 -0.08 0.09 0.07
H 3.5870 8.6314 -5.1399 -0.03 -0.15 0.00 0.07
H 3.6224 6.8702 -5.3491 -0.08 0.11 0.02 0.08
H 2.3184 8.3863 -3.0222 0.07 -0.20 0.05 0.11
H 3.8688 7.5498 -2.9417 -0.18 -0.10 0.06 0.11
H 2.0872 6.1452 -1.9525 -0.25 -0.13 -0.22 0.06
H 2.7393 5.3632 -3.4037 -0.24 0.06 -0.05 0.12
C 2.7881 -9.8991 -2.1919 0.02 -0.02 -0.14 -0.11
C 3.3062 -9.4992 -0.8140 0.16 0.09 -0.38 -0.28
C 2.2784 -9.7251 0.2967 -0.73 0.78 -0.31 -0.19
C 1.0378 -8.8895 0.0259 -7.09 4.56 -1.23 -0.15
N 0.0088 -8.1964 -0.1987 8.19 -5.55 1.77 0.12
H 1.9239 -9.2967 -2.4892 0.07 -0.09 0.10 0.07
H 3.5645 -9.7477 -2.9484 -0.11 -0.07 0.11 0.07
H 2.4955 -10.9552 -2.2098 0.02 0.14 -0.03 0.08
H 3.6010 -8.4430 -0.8389 -0.05 -0.16 0.13 0.11
H 4.2079 -10.0801 -0.5911 -0.14 0.08 0.13 0.11
H 2.7019 -9.4367 1.2645 -0.27 0.03 -0.09 0.11
H 1.9964 -10.7821 0.3508 -0.13 0.20 -0.02 0.12
```
Positions in Å, forces in eV/Å.

Results
SMILES: [H]/N=C(\C)Cc1c(C=C)c(CCCCN)c2ncc(P(C)C)nc2c1[C@@H](Cl)CC.CCCC#N.CCCC#N.CCCC#N.CCCC#N.CCCC#N.CCCC#N
Charge: 0
Kohn-Sham gap: 6.76 eV
Lowest unoccupied orbital energy: -1.2051 eV
E_HOMO: -7.96 eV

---

[2]
# C9H19BrNO2

A cluster of 2 separate species, C9H19BrNO2 in total at a distorted geometry (wB97M-V/def2-TZVPD, OMol25).

```
32
Properties=species:S:1:pos:R:3:forces:R:3:lowdin_charge:R:1
C -0.5907 -1.2795 -1.6688 -0.62 2.15 1.79 -0.14
C -3.9084 -1.4945 -3.5350 -1.96 1.06 -1.80 -0.13
C 2.5900 1.6144 1.5826 -1.06 1.38 1.73 0.02
C 0.6569 1.1786 3.0637 -1.44 2.99 -0.60 0.01
C 2.3346 -0.4160 2.7400 1.72 0.54 1.94 -0.02
C -1.8696 -0.9040 -2.1963 -3.13 1.72 -1.11 -0.17
C -2.4484 -1.7275 -3.4153 1.83 1.85 0.47 -0.26
C 0.9211 -0.0816 0.9229 -0.71 -1.25 -1.60 -0.21
C -0.3971 0.3132 0.3389 -0.93 -0.54 -2.25 -0.70
N 1.5386 0.6057 2.0487 2.39 0.48 1.05 -0.37
O 0.2463 -2.0318 -1.8362 1.39 -1.00 -0.07 0.23
O -1.5375 0.1295 1.1303 0.34 0.00 0.31 -0.13
Br -0.5049 2.1543 -0.3824 0.44 -0.28 0.10 0.70
H -4.3988 -2.1910 -4.3747 0.98 1.90 1.87 0.13
H -4.4078 -1.6315 -2.5957 -0.40 -0.80 0.52 0.05
H -4.1374 -0.3421 -3.6722 0.49 -2.26 -0.51 0.12
H 3.3705 1.1968 1.0380 1.20 -1.50 -0.76 0.08
H 2.0937 2.2461 0.9003 -0.66 1.17 -0.50 0.05
H 3.0552 2.1947 2.4343 -0.92 -0.81 -0.78 0.14
H 0.4569 0.4514 3.7971 -0.22 -0.68 1.01 0.10
H 1.1568 2.0988 3.4430 -0.36 -0.97 0.22 0.13
H -0.3211 1.5413 2.6553 1.01 -0.54 0.01 0.11
H 3.1573 -0.7718 2.1286 0.12 0.25 -0.14 0.12
H 2.7165 0.0963 3.6801 -0.19 -1.02 -1.12 0.15
H 1.7487 -1.2735 2.9723 -0.69 -0.42 0.49 0.10
H -2.6674 -0.8662 -1.4016 1.13 -0.16 -0.29 0.14
H -1.8962 0.1324 -2.6362 0.71 -0.55 1.10 0.14
H -2.1293 -2.7038 -3.2007 -0.01 -1.72 -0.44 0.09
H -1.9185 -1.2874 -4.2809 -0.18 -0.84 0.13 0.13
H 1.7423 -0.0357 0.2033 -0.66 -0.15 -0.66 0.14
H 0.8698 -1.1519 1.1996 -0.42 0.50 -0.13 0.14
H -2.2866 0.6830 0.8216 0.84 -0.50 0.03 0.09
```
Positions in Å, forces in eV/Å.

Results
Charge: +1
Kohn-Sham gap (spin up / spin down): 7.92 / 7.91 eV
Lowest unoccupied orbital energy (spin up / spin down): -2.8639 / -2.8667 eV
ΔE to the lowest compared entry with this formula, charge and spin: 1.405 eV
E_HOMO (spin up / spin down): -10.78 / -10.78 eV

---

[3]
# C3H8OS2

The molecule C3H8OS2 at a distorted geometry (wB97M-V/def2-TZVPD, OMol25).

```
14
Properties=species:S:1:pos:R:3:forces:R:3:lowdin_charge:R:1
C -1.4584 -1.2299 0.0681 2.25 0.09 0.09 -0.30
C -0.2406 -0.2504 -0.2571 -1.33 -0.75 1.48 -0.67
C 1.0219 -0.7359 0.4854 -0.17 -0.44 -0.34 -0.64
H -2.8048 0.0900 0.3613 0.02 -0.53 -0.63 0.05
H -1.1762 -2.1952 -0.4809 -1.18 1.22 0.63 0.14
H -1.3362 -1.4018 1.1707 -0.45 -0.20 -0.74 0.12
H -0.0539 -0.1466 -1.2897 0.27 -0.43 -1.23 0.06
H -1.3463 1.6751 -1.0491 0.07 0.05 0.26 -0.11
H 1.0038 -0.4606 1.5246 -0.18 0.18 0.50 0.06
H 1.2157 -1.8329 0.5057 -0.91 0.53 -0.36 0.08
H 2.3938 1.0575 0.4422 0.36 0.14 -0.33 -0.14
O -2.7061 -0.6679 -0.2563 0.19 -0.39 0.38 -0.12
S -0.7974 1.4679 0.1624 0.63 -0.14 0.14 0.75
S 2.5359 -0.1020 -0.2194 0.44 0.67 0.15 0.71
```
Positions in Å, forces in eV/Å.

Results
SMILES: OC[C@@H](S)CS
Charge: 0
Kohn-Sham gap: 9.91 eV
Lowest unoccupied orbital energy: 0.6743 eV
ΔE to the lowest compared entry with this formula, charge and spin: 0.676 eV
E_HOMO: -9.24 eV